(1)
Density functional theory data (the ωB97M-V functional and the def2-TZVPD basis) for C34H28AsF5N2O4Pt as an isolated structure.

As for the charge: +2. Its LUMO energy is -8.90 eV. As for the relative energy (zero: lowest compared OMol25 entry of this formula, charge and spin): 12.6 kcal/mol. The frontier orbital gap is 4.5 eV. The HOMO energy comes out at -13.37 eV.

```
75
Properties=species:S:1:pos:R:3:forces:R:3:mulliken_charge:R:1
Pt 0.509 -0.344 -0.400 -0.6 -0.2 1.3 0.488
As -1.352 0.517 1.169 0.1 0.5 -0.4 0.314
F 4.691 -3.985 -3.111 0.0 0.0 0.0 -0.274
F 5.328 -1.399 -2.584 -0.1 0.0 0.0 -0.294
F 3.568 0.201 -1.372 -0.1 0.0 0.0 -0.374
F 2.265 -4.954 -2.398 0.0 0.0 0.0 -0.294
F 0.470 -3.378 -1.214 0.0 0.0 0.0 -0.291
O 2.569 -2.721 2.797 -0.1 0.0 -0.1 -0.466
O 0.700 -2.073 1.741 -0.2 -0.1 -0.1 -0.331
O 0.777 2.350 -0.433 0.0 0.4 -0.2 -0.430
O 2.091 3.880 0.439 0.0 -0.1 -0.1 -0.505
N -0.550 -0.542 -1.979 -0.4 -0.2 -0.5 0.325
N 1.935 0.333 1.092 0.5 -0.3 -0.5 0.969
C -3.278 3.180 5.442 0.0 0.0 0.0 -0.488
C 0.173 -0.759 -5.569 0.1 0.1 -0.1 -0.896
C 2.575 -3.690 -2.144 0.0 -0.1 0.0 0.255
C -2.348 3.800 4.619 0.0 0.0 -0.1 -0.784
C -2.820 -0.415 -2.832 0.2 0.0 0.0 -0.055
C 3.837 1.754 1.348 0.0 0.1 0.1 -0.748
C -1.514 3.036 3.815 0.0 0.1 0.0 -0.292
C 2.542 1.525 0.924 -0.2 0.2 0.0 0.606
C 4.138 -1.879 -2.241 0.1 0.0 0.0 0.499
C -2.162 2.196 0.658 0.0 0.0 -0.1 -1.379
C 1.138 0.244 -5.680 0.0 -0.1 -0.1 -0.453
C -2.524 1.035 4.660 -0.1 -0.1 0.1 -0.187
C 3.899 -0.451 2.223 -0.1 0.0 0.2 -0.583
C 0.991 0.741 -3.342 -0.1 -0.1 0.1 -0.049
C 1.668 -2.852 -1.523 0.1 0.0 0.0 0.782
C 1.837 -1.885 2.076 0.4 0.2 0.1 -0.155
C 4.542 0.745 1.979 0.1 0.1 0.0 -1.343
C -0.013 -0.256 -3.206 0.0 0.1 -0.3 0.378
C 2.601 -0.613 1.771 -0.1 -0.2 0.1 0.471
C -4.098 -0.928 -2.872 -0.1 -0.1 0.1 -0.896
C -2.958 -0.491 1.536 0.1 -0.2 -0.1 -1.315
C 3.818 -3.199 -2.510 0.0 -0.1 0.0 0.674
C 1.540 0.993 -4.570 0.0 0.0 -0.1 -0.847
C -0.662 0.829 2.974 -0.2 0.1 0.0 -0.766
C 3.200 -1.079 -1.617 0.0 0.1 0.1 0.599
C -0.409 -1.010 -4.354 -0.1 0.1 0.3 -0.013
C -3.465 -2.633 -1.261 -0.1 0.0 0.0 -0.886
C -1.593 1.647 3.828 0.2 -0.1 0.0 0.088
C -2.202 -2.101 -1.166 0.1 0.0 0.0 -0.126
C 1.734 2.619 0.237 0.1 -0.3 0.3 0.474
C -1.857 -1.013 -1.987 -0.2 0.0 0.0 -0.138
C 1.941 -1.521 -1.239 0.3 0.3 -0.3 -1.106
C -4.413 -2.046 -2.103 0.0 0.0 0.0 -0.450
C -3.364 1.797 5.462 0.0 -0.1 0.0 -0.775
H -4.079 1.307 6.111 0.0 0.0 0.0 0.411
H -5.414 -2.459 -2.148 0.0 0.0 0.0 0.444
H -2.738 -1.533 1.763 0.0 0.0 0.0 0.338
H -2.670 2.038 -0.294 0.0 0.0 0.0 0.444
H 5.564 0.900 2.298 0.0 0.0 0.0 0.490
H 1.593 0.437 -6.644 0.0 0.0 0.0 0.450
H -3.927 3.774 6.071 0.0 0.0 0.0 0.410
H -2.561 0.476 -3.389 0.0 0.0 0.0 0.639
H -3.726 -3.509 -0.680 0.0 0.0 0.0 0.490
H 4.320 2.705 1.163 0.0 0.0 0.0 0.508
H -2.268 4.879 4.609 0.0 0.0 0.0 0.428
H -1.094 -1.838 -4.238 0.0 0.0 0.0 0.589
H 2.044 -3.513 2.997 0.0 0.0 0.0 0.445
H 2.281 1.774 -4.683 0.0 0.0 0.0 0.516
H -0.093 -1.354 -6.432 0.0 0.0 0.0 0.458
H 1.246 1.337 -2.480 0.0 0.0 0.1 0.430
H -2.576 -0.049 4.704 0.0 0.0 0.0 0.464
H 4.382 -1.253 2.761 0.0 0.0 0.0 0.683
H -3.435 -0.019 2.393 0.0 0.0 0.0 0.586
H -3.624 -0.430 0.681 0.0 0.0 -0.1 0.382
H -4.850 -0.463 -3.494 0.0 0.0 0.0 0.474
H 2.853 3.981 1.024 0.0 0.0 0.1 0.333
H -1.439 -2.547 -0.544 -0.1 0.0 0.1 0.563
H -2.889 2.506 1.407 0.0 0.0 0.0 0.475
H 0.303 1.319 2.864 0.0 0.0 0.1 0.347
H -0.789 3.527 3.174 0.0 0.0 0.0 0.368
H -0.501 -0.164 3.395 0.1 0.0 0.0 0.585
H -1.410 2.968 0.526 0.0 0.0 0.0 0.315
```
Forces are in eV/Å.



(2)
Density functional theory data (the ωB97M-V functional and the def2-TZVPD basis) for C36H72AsBBrN4O3 as an isolated structure.

The spin multiplicity is 3. As for the charge: -1. Its LUMO energy (spin up / spin down) is 1.99 / 1.38 eV. As for the expectation value of S²: 2.009. The frontier orbital gap (spin up / spin down) is 5.5 / 4.8 eV. The HOMO energy (spin up / spin down) comes out at -3.46 / -3.46 eV.

```
118
Properties=species:S:1:pos:R:3:forces:R:3:mulliken_charge:R:1
Br 1.461 3.842 4.223 0.4 -0.9 0.0 -0.245
As -1.440 -0.312 3.675 0.6 0.5 -0.6 0.309
O 4.537 2.530 0.878 2.4 -0.5 0.1 -0.489
O 2.344 -0.066 -3.900 -1.0 2.3 0.4 -0.574
O -0.836 1.663 6.022 -0.2 0.5 -1.8 -0.701
N 5.832 2.241 0.595 -4.0 1.0 -0.9 0.308
N 1.528 1.024 -3.898 1.1 -4.1 -0.9 0.638
N -2.796 2.337 4.589 0.9 -0.4 1.7 -0.663
N -1.208 -3.187 7.996 -0.3 2.4 -3.8 -0.595
C 6.173 2.624 -2.323 0.0 0.0 0.1 -0.575
C -0.427 2.031 -2.680 0.0 0.2 -0.2 -1.904
C -2.379 -1.283 6.546 3.5 -3.2 0.2 -0.356
C 1.189 1.115 2.924 0.5 0.3 1.0 0.251
C -1.170 -1.885 2.425 -1.1 -1.9 -1.5 -0.240
C -0.269 -2.579 5.578 -3.4 0.9 3.3 -0.321
C -1.068 0.150 -5.028 0.0 0.0 0.0 -0.553
C 6.237 4.703 0.962 -0.5 -0.2 0.3 -1.904
C -2.189 -2.178 7.785 0.5 0.8 -2.0 -0.261
C -3.894 -2.848 0.031 0.1 -0.8 -0.8 -0.616
C 4.866 -0.083 0.134 -0.4 0.7 0.6 -1.764
C -2.546 -3.390 0.737 -1.0 0.0 0.6 -0.363
C 2.229 2.035 3.784 0.5 -1.2 -1.2 -0.556
C 5.849 1.038 -0.294 0.9 -1.8 -0.4 2.229
C -6.911 -2.852 -1.584 -0.3 -0.8 -0.2 -0.442
C -4.556 -3.991 -0.918 -0.6 0.5 0.6 -0.612
C -2.479 -2.835 2.256 1.6 -0.1 0.0 -0.549
C -1.361 -1.464 5.361 0.2 -3.5 4.3 0.452
C 0.358 0.737 -3.005 -1.2 0.7 1.5 1.763
C 5.998 3.803 -1.371 -0.2 -0.3 -0.2 -1.308
C 6.478 3.476 0.054 1.6 1.2 0.1 1.694
C 0.776 2.847 -5.385 -0.2 0.3 0.2 -1.752
C 2.431 1.276 -6.276 0.4 -0.5 0.7 -1.946
C 8.020 3.335 0.033 0.1 -0.2 -0.1 -1.755
C 0.604 -0.125 3.769 2.6 0.2 0.0 -1.206
C 1.211 1.356 -5.320 -0.1 1.5 -1.3 1.892
C -10.998 -3.115 -1.133 -0.1 -0.2 0.6 -0.964
C 5.495 1.377 -1.764 -0.1 0.4 -0.1 -1.084
C 0.795 0.223 -1.617 0.6 -0.3 -0.2 -2.176
C -0.614 -0.278 -3.636 0.0 -0.1 -0.4 -1.161
C -8.422 -3.343 -1.858 -0.6 1.1 -0.4 -0.666
C -9.501 -2.547 -0.978 -0.3 -0.2 -0.2 -0.362
C -0.316 -3.364 6.903 -0.5 1.5 -1.5 -0.227
C -6.157 -3.972 -0.700 0.1 0.1 -0.2 -0.698
C 0.133 0.423 -5.928 -0.2 -0.3 0.3 -1.373
C 7.250 0.371 -0.180 0.4 0.1 0.1 -1.932
B -1.664 1.351 4.874 -0.2 1.6 1.2 0.767
H 2.168 1.653 -7.269 -0.3 0.1 0.2 0.476
H -6.931 -1.820 -1.079 0.1 -1.6 -0.6 0.278
H -3.234 -0.533 6.527 1.3 -1.1 -0.1 0.222
H 1.159 -1.061 3.376 -0.9 1.3 0.6 0.193
H 1.286 -0.752 -1.655 0.0 0.1 -0.2 0.451
H -0.146 -1.267 -3.702 0.2 0.2 0.0 0.390
H -2.927 -2.000 8.651 1.3 -0.5 -1.3 0.264
H -9.250 -2.588 0.140 -0.1 0.0 -1.6 0.272
H 5.017 -0.356 1.187 0.0 0.1 -0.2 0.501
H -6.372 -2.698 -2.592 -0.7 -0.4 1.5 0.335
H -2.999 -0.444 3.551 -0.5 -0.2 0.2 -0.055
H 0.383 1.827 2.535 0.9 -1.2 0.4 0.430
H 8.402 3.088 1.025 -0.1 -0.1 0.0 0.380
H -11.035 -4.243 -1.355 0.3 1.6 0.3 0.275
H -0.931 2.472 -3.538 0.1 0.0 0.0 0.388
H 0.919 -0.046 4.878 -0.5 0.0 -1.6 0.495
H 6.576 4.509 1.985 -0.1 -0.1 -0.1 0.443
H -1.470 0.638 2.413 0.0 0.3 -0.4 -0.010
H 1.791 0.697 2.052 -0.9 0.7 0.9 -0.337
H 3.267 1.879 -5.899 -0.2 -0.1 0.0 0.433
H -1.496 -0.404 -2.999 0.2 0.2 0.1 0.285
H 0.471 -4.197 7.021 -1.4 1.4 0.0 0.253
H -2.430 3.237 4.969 -0.5 -0.7 -0.2 0.262
H -6.593 -5.019 -0.918 0.6 1.7 0.0 0.422
H -2.497 -4.545 0.770 -0.4 1.7 -0.2 0.409
H -1.212 1.828 -1.944 0.2 -0.2 -0.1 0.439
H -4.297 -3.835 -2.031 -0.5 -0.2 1.6 0.297
H -1.671 -3.060 0.087 -0.9 -0.3 1.1 0.243
H -3.447 -2.302 2.537 1.3 -0.5 -0.4 0.304
H 4.942 4.099 -1.361 0.0 -0.1 0.2 0.355
H -11.607 -2.589 -1.940 0.9 -0.6 1.0 0.255
H -0.304 -2.578 2.686 -1.0 1.0 -0.3 0.221
H 7.864 0.533 -1.068 0.0 0.1 0.1 0.341
H -3.653 -1.907 -0.583 -0.3 -1.3 0.9 0.110
H 1.051 3.387 -4.473 -0.1 -0.2 -0.1 0.300
H -8.667 -3.123 -2.964 0.2 -0.4 1.6 0.262
H 8.387 2.591 -0.670 -0.1 -0.1 0.1 0.341
H 6.794 5.572 0.596 0.1 -0.3 -0.1 0.424
H -9.502 -1.445 -1.302 0.1 -1.6 0.6 0.252
H -0.223 0.839 -6.876 0.2 0.1 0.1 0.348
H 7.182 -0.710 -0.033 -0.2 0.1 -0.2 0.523
H 3.820 0.204 0.003 0.1 0.1 0.1 0.049
H -6.428 -3.761 0.401 0.7 -0.4 -1.6 0.199
H 0.586 -0.544 -6.173 0.2 0.1 0.1 0.419
H 6.548 4.664 -1.768 0.1 0.0 0.3 0.412
H -1.714 1.030 -4.975 0.0 0.0 0.1 0.298
H 1.481 0.926 -1.132 -0.1 0.0 -0.1 0.462
H 2.786 0.253 -6.419 0.0 0.1 0.2 0.351
H 5.738 0.526 -2.408 0.0 -0.1 0.3 0.402
H 0.229 2.785 -2.242 0.0 0.0 0.0 0.370
H 1.277 3.390 -6.191 -0.1 -0.3 -0.1 0.496
H 0.100 1.806 5.773 -0.7 -0.5 0.3 0.240
H -11.523 -2.970 -0.117 0.6 -0.2 -1.7 0.278
H -0.298 2.964 -5.543 0.0 0.0 0.1 0.333
H -4.703 -2.536 0.781 1.4 -0.5 -0.8 0.329
H -8.586 -4.460 -1.705 0.5 1.4 -0.1 0.327
H 7.800 0.736 0.693 -0.1 0.1 -0.2 0.315
H 5.015 -0.983 -0.468 0.3 0.3 -0.1 0.502
H 4.414 1.525 -1.853 0.0 -0.1 0.2 0.098
H 0.516 -2.809 4.794 -1.2 0.3 1.2 0.138
H 2.549 1.515 4.751 -0.5 1.0 -1.3 0.402
H -3.519 2.062 5.291 0.3 0.3 -0.9 0.237
H -1.675 -0.648 -5.470 0.0 0.1 0.0 0.410
H 5.727 2.874 -3.291 0.0 -0.1 0.1 0.373
H -0.068 0.106 -0.953 0.0 0.2 -0.3 0.451
H -0.988 -1.441 1.372 0.0 -0.4 1.7 -0.523
H 7.231 2.430 -2.516 0.0 0.1 0.1 0.331
H -4.153 -5.020 -0.612 -0.6 1.5 -0.4 0.333
H 8.487 4.281 -0.261 -0.3 0.0 0.0 0.419
H 3.137 2.244 3.113 -1.3 -0.1 1.3 0.160
H -2.332 -3.688 3.020 -0.4 1.1 -1.3 0.139
H 5.189 5.004 1.007 0.0 -0.2 0.0 0.367
```
Forces are in eV/Å.



(3)
Density functional theory data (the ωB97M-V functional and the def2-TZVPD basis) for C27H35MoN2O as an isolated structure.

The spin multiplicity is 3. As for the charge: +1. Its LUMO energy (spin up / spin down) is -3.18 / -3.57 eV. As for the expectation value of S²: 2.027. The frontier orbital gap (spin up / spin down) is 6.6 / 6.3 eV. The HOMO energy (spin up / spin down) comes out at -9.83 / -9.84 eV.

```
66
Properties=species:S:1:pos:R:3:forces:R:3:nbo_charge:R:1
Mo -0.511 0.427 -0.898 0.7 -1.9 4.0 0.675
O 2.976 -0.823 3.917 -0.1 1.4 0.0 -0.604
N 3.843 0.983 5.002 0.1 0.3 0.4 -0.805
N 0.936 1.585 1.175 0.5 -0.4 -0.4 -0.489
C 2.108 3.494 2.046 0.0 -0.1 -0.3 -0.244
C -2.169 0.236 -2.367 -0.5 1.0 0.2 -0.057
C -3.934 -0.303 -0.470 -0.1 -0.5 0.5 -0.649
C 0.318 -2.218 0.475 -2.9 2.2 2.3 0.180
C -2.636 2.227 0.819 -0.2 0.1 0.3 -0.636
C 1.528 -2.120 -0.239 2.9 0.5 -1.2 -0.205
C 2.720 -2.805 0.446 -0.2 0.4 0.0 -0.602
C -2.815 0.457 -1.092 0.2 1.2 -0.8 0.045
C 3.070 0.400 4.046 0.3 -0.9 0.2 0.651
C 2.690 2.735 3.056 -0.6 -0.5 -0.3 -0.115
C -2.303 1.678 -0.524 -0.2 0.1 -1.4 -0.051
C -1.946 -3.597 0.681 0.0 -0.5 0.4 -0.249
C -1.340 1.391 -2.643 -0.2 0.5 0.5 -0.075
C -0.988 -3.660 1.714 -0.5 -0.2 0.3 -0.168
C 1.455 -0.011 -1.678 2.2 -0.3 0.4 -0.629
C 1.293 2.875 1.086 0.1 0.0 0.8 0.057
C -2.411 -0.867 -3.342 -0.1 -0.4 -0.1 -0.630
C -1.954 -2.548 -0.239 0.3 -0.7 1.3 -0.189
C 1.317 -3.029 -1.470 0.0 0.2 -0.3 -0.597
C 1.850 -0.646 -0.488 -0.4 -0.3 -1.7 -0.009
C -0.535 1.640 -3.867 0.0 0.2 -0.5 -0.631
C -1.428 2.289 -1.506 -1.1 -0.4 -0.8 -0.098
C -0.848 3.651 -1.448 0.2 0.4 0.0 -0.627
C 1.516 0.827 2.135 0.0 0.5 0.1 0.148
C 0.178 -2.909 1.661 -0.8 -0.9 -1.2 -0.285
C 2.383 1.362 3.112 -0.1 -0.1 -0.9 -0.188
C -0.891 -1.584 -0.114 0.9 -2.7 -1.2 -0.395
H -2.694 -4.399 0.664 0.2 0.5 -0.2 0.228
H -0.137 0.721 -4.307 -0.1 0.1 0.1 0.227
H 2.265 -3.027 -2.024 -0.3 -0.4 -0.1 0.223
H 3.392 3.188 3.757 -0.3 0.0 -0.3 0.219
H -1.159 2.136 -4.618 0.2 0.0 -0.1 0.238
H -1.577 -0.960 -4.046 -0.2 0.0 0.1 0.231
H 0.197 3.651 -1.779 -0.2 0.2 0.0 0.218
H 1.086 -4.019 -1.028 0.2 0.3 -0.7 0.232
H 0.954 3.440 0.215 -0.1 -0.2 0.5 0.213
H -1.049 -4.410 2.495 -0.3 0.0 0.0 0.227
H 1.799 1.020 -1.857 0.2 -0.7 -0.4 0.246
H -4.862 0.283 -0.445 0.3 0.1 -0.2 0.249
H 3.040 -2.365 1.393 -0.1 0.1 -0.1 0.230
H 3.504 -2.709 -0.300 0.5 -0.4 0.3 0.219
H -2.730 -2.629 -1.009 0.3 0.8 0.5 0.221
H 4.267 0.391 5.712 -0.2 0.2 -0.4 0.423
H 3.929 1.996 5.129 -0.2 -1.0 -0.1 0.397
H 1.184 -0.724 -2.455 0.0 0.5 -0.4 0.258
H 0.324 2.286 -3.662 -0.2 0.0 0.0 0.223
H -3.701 -0.558 0.571 -0.1 0.0 -0.1 0.236
H -4.157 -1.239 -0.986 0.0 0.3 0.0 0.233
H -2.525 -1.835 -2.847 0.0 0.2 -0.1 0.227
H 2.300 4.560 1.956 0.1 -0.2 0.0 0.240
H -3.528 2.864 0.784 0.1 -0.1 0.0 0.242
H 2.582 -0.216 0.225 -1.1 0.0 -0.4 0.237
H 1.346 -0.263 2.054 -0.1 0.8 0.5 0.227
H 1.004 -3.104 2.308 0.4 -0.2 0.3 0.244
H -0.892 4.042 -0.428 0.0 0.1 -0.2 0.224
H -1.418 4.323 -2.106 0.2 -0.1 0.2 0.248
H -2.833 1.422 1.537 0.1 0.2 -0.1 0.233
H 0.493 -2.741 -2.143 0.2 0.0 0.3 0.216
H -1.182 -0.561 0.368 -0.6 0.6 0.7 0.250
H -1.809 2.830 1.205 -0.1 -0.1 0.0 0.226
H -3.319 -0.683 -3.933 0.2 0.0 0.2 0.241
H 2.434 -3.849 0.614 0.5 0.1 0.0 0.226
```
Forces are in eV/Å.